This record from the Open Molecules 2025 dataset describes a cluster of 2 separate species, C15H27N4O8 in total at a distorted geometry. The level of theory is ωB97M-V with the def2-TZVPD basis set.

Results
Energy in eV: -38328.191
Energy relative to the best compared isomer or geometry (same formula, charge and spin) in kJ/mol: 0.00
LUMO energy in hartree: -0.098
HOMO-LUMO gap in Eh: 0.3535

```
! RIJCOSX wB97M-V def2-TZVPD def2/J DEFGRID3
* xyz 1 1
O 5.4954 -4.1868 -1.7487
O -5.3943 4.4079 -2.9720
O 3.5257 -2.2191 2.7939
O -7.4477 4.4810 -1.1765
O -4.0432 0.0020 0.3201
O -2.7342 4.0834 -2.6201
O -4.9381 1.2874 -1.9865
O -1.8378 2.7051 -0.5047
C 4.7878 -3.8364 -0.8230
C -5.0888 4.0962 -1.8207
C 4.3314 -2.1711 1.8692
C 0.6194 -0.0565 0.0580
C 1.4699 -0.8529 0.7769
C 0.4995 0.5521 2.1855
N 0.0184 0.8180 0.9491
N 5.6369 -2.4115 2.0388
N 4.5809 -2.5297 -0.6260
N 1.3890 -0.4636 2.1006
C 4.1613 -4.8847 0.0787
C -6.1843 3.9404 -0.7522
C 6.2598 -2.7467 3.3199
C -3.2246 0.0906 -0.8500
C -3.5946 3.9559 -1.4618
C -3.5531 1.3731 -1.6202
C -3.2522 2.6275 -0.7560
C 2.3104 -1.9847 0.2236
C 3.8361 -1.8402 0.4456
H -7.5329 4.4068 -2.1489
H -4.9835 0.0793 0.0652
H -3.2289 4.5484 -3.3317
H -5.0752 0.6663 -2.7271
H -1.4726 3.2025 -1.2725
H 0.4368 -0.1185 -1.0092
H 0.1934 1.0498 3.1023
H -0.7004 1.5100 0.7074
H 6.2334 -2.3722 1.2256
H 5.0296 -1.9546 -1.3258
H 1.9032 -0.9161 2.8608
H 3.0785 -4.8077 0.0478
H 4.4459 -5.8701 -0.2910
H 4.5245 -4.7838 1.0981
H -6.3106 2.8787 -0.5246
H -5.8700 4.4415 0.1675
H 5.7533 -3.6023 3.7725
H 7.3123 -2.9978 3.1737
H 6.1904 -1.8982 4.0036
H -3.4035 -0.7781 -1.4918
H -2.1705 0.0768 -0.5670
H -3.3741 4.7771 -0.7722
H -2.9442 1.4164 -2.5295
H -3.8030 2.5538 0.1885
H 2.1155 -2.0452 -0.8492
H 1.9619 -2.9191 0.6666
H 4.0614 -0.7805 0.3195
*
```

Löwdin population analysis, charges in e, atoms 1 to 4: 0.065, 0.098, 0.042, -0.047

This record from the Open Molecules 2025 dataset describes a structure of composition C4H28BO22 at a distorted geometry. The level of theory is ωB97M-V with the def2-TZVPD basis set.

Results
Energy in eV: -50331.100
Energy relative to the best compared isomer or geometry (same formula, charge and spin) in kJ/mol: 296.44
LUMO energy in hartree: 0.041
HOMO-LUMO gap in Eh: 0.3356

```
! RIJCOSX wB97M-V def2-TZVPD def2/J DEFGRID3
* xyz -1 1
O -32.6353 -2.9137 -3.2665
C -32.1293 -1.8477 -3.6827
O -32.7046 -1.0453 -4.4653
B -31.6456 -0.0925 -4.8979
O -30.4301 -0.4516 -4.1711
C -30.7774 -1.3858 -3.4565
O -29.8913 -2.1405 -2.9720
O -32.0949 1.2302 -4.5396
C -32.1438 1.8989 -5.5809
O -32.3841 3.0624 -5.5572
C -31.7812 1.1500 -6.7149
O -31.4278 0.0060 -6.3795
O -31.8259 1.5019 -7.8482
O -28.9817 -1.1558 -7.2787
H -28.8305 -0.3209 -6.8401
H -29.9449 -1.2745 -7.0554
O -32.0897 3.2040 -2.4723
H -32.2165 2.8927 -1.5726
H -32.7716 2.7924 -3.0061
O -30.0049 0.1138 -0.8535
H -29.6211 -0.6795 -0.4766
H -30.9314 0.0217 -0.6887
O -30.6797 1.9652 -10.5226
H -30.1213 1.7901 -9.7627
H -31.6263 2.0316 -10.3323
O -31.9096 -4.5452 -1.1930
H -32.4805 -3.9776 -1.7559
H -31.9961 -4.2813 -0.2677
O -31.1967 5.5483 -4.3422
H -31.7083 6.1088 -4.9236
H -31.5113 4.6357 -4.5052
O -31.3905 -0.9121 -9.2144
H -31.5942 -1.6187 -8.6136
H -31.5499 -0.0363 -8.8340
O -27.4480 -0.6730 -3.7947
H -28.0546 -1.1189 -3.2074
H -26.9534 -1.3508 -4.2922
O -29.3070 -4.3689 -1.4915
H -29.2565 -3.5686 -1.9933
H -30.2411 -4.4183 -1.3978
O -27.9340 1.0246 -5.9195
H -27.8878 0.4724 -5.1369
H -28.5131 1.7138 -5.6218
O -30.8133 4.4693 -7.4279
H -31.4261 4.4454 -6.7139
H -30.2698 3.6806 -7.4933
O -28.9551 -4.6039 -5.0145
H -28.7726 -3.7190 -5.1819
H -28.6047 -4.7961 -4.1591
O -31.5413 -4.7838 -5.1402
H -32.0085 -4.3516 -4.4192
H -30.6260 -4.5387 -4.9799
O -29.6837 2.0011 -2.7784
H -30.4397 2.5659 -2.4718
H -29.7788 1.1449 -2.3440
*
```

Löwdin population analysis, charges in e, atoms 1 to 4: 0.087, -0.371, 0.326, -0.789

This record from the Open Molecules 2025 dataset describes a cluster of 10 separate species, BF4H18O9 in total at a distorted geometry. The level of theory is ωB97M-V with the def2-TZVPD basis set.

Results
Energy in eV: -30274.757
Energy relative to the best compared isomer or geometry (same formula, charge and spin) in kJ/mol: 159.41
LUMO energy in hartree: 0.087
HOMO-LUMO gap in Eh: 0.3906

```
! RIJCOSX wB97M-V def2-TZVPD def2/J DEFGRID3
* xyz -1 1
B -0.3895 -0.0263 -0.5935
F -0.7249 1.3167 -0.7804
F 0.7109 -0.0989 0.2731
F -1.3712 -0.6880 0.1556
F 0.0093 -0.6633 -1.6765
O -2.8581 0.3553 3.9173
H -2.0674 0.7686 4.2640
H -2.6256 0.1042 3.0234
O -0.2521 6.3025 -0.0692
H -0.8051 5.5271 0.0267
H 0.3333 6.0913 -0.7966
O 1.0503 -3.8157 2.3976
H 0.8023 -3.0384 1.8971
H 1.6321 -3.4849 3.0820
O -4.2633 -4.3479 -2.8730
H -3.3612 -4.0312 -2.8270
H -4.7987 -3.5569 -2.8115
O -4.1494 1.2910 -2.9051
H -3.2109 1.1590 -2.7707
H -4.5655 0.6062 -2.3816
O 2.2776 3.6664 -2.3985
H 1.6493 3.1211 -1.9250
H 3.0167 3.0840 -2.5737
O 5.3406 0.0698 -1.7362
H 4.7215 0.0309 -1.0072
H 5.6421 -0.8323 -1.8434
O 1.4665 -5.1803 -1.2659
H 1.2662 -5.0710 -0.3363
H 1.7410 -4.3105 -1.5562
O 0.8886 1.8626 5.2480
H 1.6734 1.6744 4.7333
H 1.2212 2.1143 6.1095
*
```

Löwdin population analysis, charges in e, atoms 1 to 4: -1.396, 0.093, 0.056, 0.079

This record from the Open Molecules 2025 dataset describes a structure of composition C25H56F3MnN7O11S at a distorted geometry. The level of theory is ωB97M-V with the def2-TZVPD basis set.

Results
Energy in eV: -110094.620
Energy relative to the best compared isomer or geometry (same formula, charge and spin) in kJ/mol: 189.33
LUMO energy (spin up / spin down) in hartree: -0.001 / -0.009
HOMO-LUMO gap (spin up / spin down) in Eh: 0.3104 / 0.3060

```
! RIJCOSX wB97M-V def2-TZVPD def2/J DEFGRID3
* xyz 0 6
Mn -2.4390 -1.1761 1.5377
C -3.4100 2.2995 4.2212
F -4.6863 2.4668 3.9059
F -2.5719 2.8703 3.3758
F -3.2839 2.8495 5.4292
S -3.0453 0.4510 4.4181
O -4.3751 -0.0925 4.6630
O -2.5081 0.0099 3.1262
O -2.1683 0.3040 5.5681
C -0.9310 2.3201 0.4498
C -0.5642 0.9142 -0.1465
C 0.7888 0.4906 0.3800
O -1.5347 -0.0091 0.1232
H -1.4501 2.1300 1.3914
H -1.6072 2.8671 -0.2101
H -0.0851 2.9826 0.6491
H -0.5516 1.2231 -1.2081
H 1.1372 -0.3564 -0.2187
H 0.7390 0.2658 1.4478
H 1.5388 1.2843 0.3519
C 6.4187 0.1742 0.1091
O 7.2866 -0.0382 0.9269
N 5.1131 0.3819 0.3520
C 4.0850 0.1813 -0.6393
C 4.6071 0.5079 1.6985
H 6.5786 0.1888 -0.9842
H 4.3686 0.5888 -1.6142
H 3.1463 0.6665 -0.3912
H 3.8079 -0.8618 -0.8293
H 3.9226 -0.3096 1.9629
H 5.4079 0.3410 2.4173
H 4.0237 1.3917 1.9572
C -2.8408 0.9219 -3.5234
O -2.6735 0.6387 -4.7090
N -3.5153 2.0176 -3.1391
C -4.0159 2.1261 -1.7731
C -3.8829 3.1048 -4.0235
H -2.4511 0.2564 -2.7457
H -3.8833 3.1669 -1.4759
H -3.5376 1.4604 -1.0548
H -5.0767 1.8502 -1.8151
H -4.9635 3.0635 -4.2054
H -3.7104 4.0093 -3.4408
H -3.3388 2.9541 -4.9505
C 0.5311 -2.4462 2.1058
O -0.6013 -1.9676 2.1703
N 1.2118 -2.9427 3.1341
C 2.6506 -3.1751 2.9363
C 0.7419 -3.0048 4.4818
H 1.1666 -2.3003 1.2287
H 2.9972 -3.1310 1.9092
H 2.8312 -4.1778 3.3308
H 3.2353 -2.4910 3.5528
H 0.8060 -3.9702 4.9814
H 1.1470 -2.1904 5.0882
H -0.3266 -2.7709 4.5268
C 0.3554 -3.1514 -1.5352
O 0.5541 -4.0672 -0.7521
N 0.9873 -2.9542 -2.7025
C 0.9453 -1.6311 -3.2849
C 2.0369 -3.8373 -3.2045
H -0.4870 -2.4503 -1.4123
H 1.2613 -1.5730 -4.3306
H 1.6891 -0.9753 -2.8121
H -0.0183 -1.1213 -3.2983
H 1.7676 -4.8656 -2.9694
H 1.9314 -3.8025 -4.2897
H 3.0390 -3.5804 -2.8694
C 1.5005 0.7463 4.4023
O 2.5294 0.1249 4.2033
N 1.3782 1.7492 5.3106
C 0.1585 2.5103 5.3949
C 2.4511 2.1081 6.2137
H 0.5686 0.5643 3.8464
H -0.4840 2.3430 4.5294
H 0.3236 3.5886 5.4105
H -0.4522 2.1443 6.2243
H 2.1245 2.2069 7.2503
H 3.1447 1.2700 6.2951
H 2.9337 2.9997 5.8148
C -3.4834 -3.4813 -0.7313
O -2.8291 -2.7421 -0.0026
N -3.5416 -3.4260 -2.0562
C -4.4529 -4.2687 -2.8510
C -2.8336 -2.3257 -2.7047
H -4.1735 -4.2280 -0.3086
H -4.0839 -4.3737 -3.8656
H -5.3507 -3.6450 -2.8728
H -4.6753 -5.2136 -2.3693
H -3.6684 -1.8276 -3.2172
H -2.2564 -1.6225 -2.1204
H -2.2357 -2.6912 -3.5440
C -0.0265 3.6698 -4.7730
O -0.3730 4.6888 -4.2067
N 0.8683 2.7381 -4.3517
C 1.5951 1.8858 -5.3013
C 1.4068 2.8804 -3.0370
H -0.3608 3.5411 -5.8219
H 1.7753 0.9577 -4.7506
H 2.5582 2.4022 -5.3617
H 1.0993 1.6489 -6.2340
H 0.8341 3.6200 -2.4769
H 1.2547 1.9993 -2.3988
H 2.4551 3.1581 -2.8879
*
```

Löwdin population analysis, charges in e, atoms 1 to 4: 1.024, -0.668, 0.146, 0.136

This record from the Open Molecules 2025 dataset describes the ion C6H9N5S with charge +2 at a distorted geometry. The level of theory is ωB97M-V with the def2-TZVPD basis set.

Results
Energy in eV: -24632.080
Energy relative to the best compared isomer or geometry (same formula, charge and spin) in kJ/mol: 0.00
LUMO energy in hartree: -0.311
HOMO-LUMO gap in Eh: 0.3015

```
! RIJCOSX wB97M-V def2-TZVPD def2/J DEFGRID3
* xyz 2 1
C -1.6641 -1.9929 -1.8435
C -2.4396 -0.8762 -1.9625
C -0.4032 -0.4764 -0.6173
C 0.6748 1.1812 0.6222
C 1.5405 2.0012 0.0479
C 1.6522 -1.0202 0.8280
N -0.4600 -1.7756 -1.1145
N -1.0174 2.2282 1.7494
N -1.8552 2.9054 1.5352
N -0.0377 1.5014 1.8781
N 0.5746 -0.1969 0.3443
S -1.8563 0.3936 -1.0229
H -1.9633 -2.9573 -2.1440
H -3.3260 -0.8533 -2.4817
H 2.0489 1.4251 -0.7358
H 1.7037 3.0729 0.2285
H 0.3053 -2.5436 -0.9529
H 1.2358 -1.7288 1.4821
H 2.3884 -1.4708 0.1479
H 2.3371 -0.2821 1.2257
H 0.5614 1.4652 2.7857
*
```

Löwdin population analysis, charges in e, atoms 1 to 4: -0.086, -0.333, -0.423, -0.346

This record from the Open Molecules 2025 dataset describes the ion C6H12N with charge +1 at a distorted geometry. The level of theory is ωB97M-V with the def2-TZVPD basis set.

Results
Energy in eV: -7897.072
Energy relative to the best compared isomer or geometry (same formula, charge and spin) in kJ/mol: 288.43
LUMO energy in hartree: -0.173
HOMO-LUMO gap in Eh: 0.3746

```
! RIJCOSX wB97M-V def2-TZVPD def2/J DEFGRID3
* xyz 1 1
C 0.6675 -1.7063 -0.8314
C -0.5633 -1.6461 -1.2590
C 0.7665 -0.6509 0.2324
C 1.9209 0.3297 0.1863
C -1.5105 -0.1151 1.1463
C -0.7215 1.1367 -0.8008
N -0.6295 -0.0532 0.0110
H 1.4486 -2.3928 -1.1255
H -1.4135 -1.9066 -1.8419
H 0.7632 -1.1378 1.2126
H 2.8502 -0.2321 0.1608
H 1.9273 0.9483 1.0815
H 1.8908 0.9736 -0.6859
H -2.5284 0.1458 0.8633
H -1.5063 -1.1132 1.5825
H -1.1774 0.5960 1.9081
H -0.0859 1.0431 -1.6784
H -1.7491 1.2781 -1.1301
H -0.4211 2.0240 -0.2365
*
```

Löwdin population analysis, charges in e, atoms 1 to 4: -0.018, 0.280, -0.303, -0.020

What is the energy relative to the best compared isomer or geometry (same formula, charge and spin) in the second record?
296.44 kJ/mol

energy relative to the best compared isomer or geometry (same formula, charge and spin) of number 2 (C4H28BO22)?
296.44 kJ/mol

Number 4 is which compound?
C25H56F3MnN7O11S

energy relative to the best compared isomer or geometry (same formula, charge and spin) of number 1 (C15H27N4O8)?
0.00 kJ/mol